Version w
Formula: C4H9NO2S
Source: OMol25
Level of theory: ωB97M-V/def2-TZVPD

Element x y z (Å)
C 2.10 -1.04 -2.35
C 0.67 1.47 0.98
C -1.45 1.16 -0.27
C -0.13 -0.69 0.29
N -0.24 0.63 0.18
O 2.48 -2.03 -2.76
O 1.77 -0.03 -1.90
S 1.27 -1.39 1.02
H 0.25 2.51 0.92
H 0.52 1.21 2.00
H 1.68 1.40 0.68
H -1.43 1.62 -1.32
H -2.10 0.33 -0.35
H -2.11 1.82 0.25
H -1.94 -2.34 0.79
H -2.26 -1.90 1.29
H 0.93 -2.71 0.55

Net charge ... 0
Lowest unoccupied orbital energy ... 0.601 eV

***

Version x
Formula: C4H9NO2S
Source: OMol25
Level of theory: ωB97M-V/def2-TZVPD

Element x y z (Å)
C -1.75 0.03 -0.11
C -2.00 0.04 1.39
C 2.63 0.37 -0.42
C 1.18 0.19 -0.66
N -2.41 0.72 -0.95
O -1.01 -1.02 -0.54
O 0.89 -1.81 1.18
S 0.57 -1.53 -0.20
H -1.04 -0.29 1.87
H -2.90 -0.54 1.41
H -2.33 1.02 1.63
H 2.90 1.39 -0.91
H 3.19 -0.49 -0.62
H 2.79 0.46 0.68
H 0.99 0.18 -1.77
H 0.55 0.95 -0.13
H -2.25 0.33 -1.85

Net charge ... 0
Lowest unoccupied orbital energy ... 0.678 eV

***

Version y
Formula: C4H9NO2S
Source: OMol25
Level of theory: ωB97M-V/def2-TZVPD

Element x y z (Å)
O 2.44 0.62 0.28
C 1.94 -0.59 0.00
O 2.26 -1.75 0.25
C 0.52 -0.44 -0.66
C -0.37 -0.40 0.61
C -1.91 -0.30 0.43
S -2.51 1.29 -0.18
N 0.35 0.67 -1.58
H 1.92 -0.04 1.14
H 0.35 -1.40 -1.18
H -0.17 -1.29 1.24
H -0.07 0.48 1.19
H -2.29 -1.04 -0.26
H -2.41 -0.44 1.39
H -0.66 2.18 0.23
H -0.54 1.18 -1.35
H 1.14 1.28 -1.55

Net charge ... 0
Lowest unoccupied orbital energy ... -1.528 eV

***

Version z
Formula: C4H9NO2S
Source: OMol25
Level of theory: ωB97M-V/def2-TZVPD

Element x y z (Å)
C 0.89 0.22 2.58
C 0.47 -0.17 1.16
C 0.62 -0.03 -1.59
C -0.62 0.69 -2.21
H 2.03 0.28 2.49
H 0.23 -0.64 3.44
H 0.31 1.26 2.97
H 1.49 0.03 -2.26
H 0.34 -1.06 -1.74
H -0.74 1.77 -1.77
H -0.61 0.76 -3.31
H -1.69 -0.49 -1.10
H -2.32 -1.15 1.28
N -0.68 -0.57 0.67
O -1.82 0.04 -2.04
O -1.51 -0.98 1.72
S 1.51 0.40 -0.11

Net charge ... 0
Lowest unoccupied orbital energy ... 0.653 eV

***

Which structure wins on stability? version x wins.

***

Version w
Formula: C4H9NO2S
Source: OMol25
Level of theory: ωB97M-V/def2-TZVPD

Element x y z (Å)
C 1.82 -1.17 -0.44
C 1.28 -0.33 0.38
C 0.00 0.68 -0.20
C 0.00 2.14 0.37
S -1.58 -0.18 0.05
N -1.28 -1.86 -0.21
O -2.05 -0.03 1.45
O -2.43 0.31 -1.02
H 2.71 -1.64 0.00
H 1.29 -1.33 -1.39
H 1.65 0.01 1.31
H 0.06 0.63 -1.22
H 1.12 2.39 0.47
H -0.55 2.64 -0.37
H -0.48 2.15 1.35
H -0.91 -2.36 0.53
H -0.68 -2.04 -1.03

SMILES ... C=C[C@H](C)S(N)(=O)=O
Net charge ... 0
Lowest unoccupied orbital energy ... 0.592 eV

***

Version x
Formula: C4H9NO2S
Source: OMol25
Level of theory: ωB97M-V/def2-TZVPD

Element x y z (Å)
O -0.49 -1.13 -1.80
C -0.24 -0.26 -0.91
N 0.32 -0.58 0.29
C 0.05 -1.98 0.76
O -0.83 -2.62 -0.01
C -0.91 1.12 -1.02
C 0.52 1.06 -1.45
S 0.68 1.92 1.88
H 0.57 0.34 0.81
H -0.39 -1.79 1.75
H 1.03 -2.48 0.86
H -0.93 -2.12 -1.01
H -1.01 1.75 -0.14
H -1.69 1.15 -1.77
H 1.00 1.91 -0.98
H 0.71 0.99 -2.51
H 1.01 1.27 3.01

Net charge ... 0
Lowest unoccupied orbital energy ... -3.479 eV

***

Which structure wins on stability? version w wins.

***

Version w
Formula: C2H5N5O
Source: OMol25
Level of theory: ωB97M-V/def2-TZVPD

Element x y z (Å)
C 0.20 1.65 -0.38
C -1.36 0.38 0.06
H 2.13 -0.35 1.25
H 2.14 -0.95 -0.52
H 0.79 2.74 -0.34
H -2.49 -1.26 0.48
H -0.75 -2.38 -0.17
N 2.18 -0.10 0.12
N 0.89 0.55 -0.02
N -1.08 1.74 -0.18
N -2.42 -0.29 0.13
N -0.12 -0.32 0.19
O -0.12 -1.42 -0.62

Net charge ... 0
Lowest unoccupied orbital energy ... -0.219 eV

***

Version x
Formula: C2H5N5O
Source: OMol25
Level of theory: ωB97M-V/def2-TZVPD

Element x y z (Å)
N -2.52 -0.24 0.32
N -1.74 0.44 -0.64
C -0.46 0.28 -0.01
N 0.28 1.26 -0.06
N 1.76 1.00 0.37
C 2.03 -0.17 -0.02
O 1.22 -1.12 -0.51
N 0.06 -0.95 0.48
H -2.02 -0.48 1.27
H -2.85 -0.99 -0.24
H -1.94 1.44 -0.21
H 3.20 -0.45 -0.03
H -0.49 -1.75 0.17

SMILES ... NNC1=NN=CON1
Net charge ... 0
Lowest unoccupied orbital energy ... 0.285 eV

***

Version y
Formula: C2H5N5O
Source: OMol25
Level of theory: ωB97M-V/def2-TZVPD

Element x y z (Å)
C -2.92 3.68 0.07
C 0.33 2.49 -0.70
N -1.80 4.09 0.05
N 1.25 -2.40 1.50
N 0.61 -1.54 0.91
N 0.27 1.36 -0.95
N 0.07 0.06 -1.34
O -4.02 3.32 0.02
H -1.06 4.03 -0.61
H 1.66 -3.03 0.73
H 0.22 -0.92 1.69
H -0.11 0.05 -2.33
H 0.12 -0.73 -0.63

Net charge ... 0
Lowest unoccupied orbital energy ... -0.090 eV

***

Which structure wins on stability? version y wins.

***

Version w
Formula: C3H4O4
Source: OMol25
Level of theory: ωB97M-V/def2-TZVPD

Element x y z (Å)
C 0.62 0.18 -0.70
C -0.49 -0.68 -0.37
O -0.49 -2.00 -0.90
O -1.31 -2.50 0.20
C -1.25 -1.19 0.82
O -1.33 -1.01 2.09
O -1.79 -0.23 -0.09
H 0.61 1.03 -0.05
H 0.75 0.55 -1.68
H 1.55 -0.33 -0.55
H -2.16 -0.66 2.38

SMILES ... C[C@@]12OO[C@]1(O)O2
Net charge ... 0
Lowest unoccupied orbital energy ... 0.574 eV

***

Version x
Formula: C3H4O4
Source: OMol25
Level of theory: ωB97M-V/def2-TZVPD

Element x y z (Å)
C 0.56 0.61 0.36
C -1.52 0.30 1.51
C 0.14 -0.54 -0.60
O -0.30 0.86 1.42
O -2.32 0.53 2.37
O 0.76 -1.72 -0.37
O 0.05 -0.26 -1.94
H 1.53 0.33 0.79
H 0.68 1.53 -0.22
H 0.89 -2.19 -1.20
H -0.47 0.54 -2.11

Net charge ... 0
Lowest unoccupied orbital energy (spin up / spin down) ... -0.352 / 0.170 eV

***

Which structure wins on stability? version x wins.

***

Version w
Formula: C43H51BClN5O6Ti
Source: OMol25
Level of theory: ωB97M-V/def2-TZVPD

Element x y z (Å)
Ti -1.55 2.13 -0.76
O -2.10 0.41 -1.19
C -2.77 -0.32 -2.07
C -2.66 -1.71 -2.04
C -3.32 -2.47 -2.98
C -4.13 -1.88 -3.95
C -4.27 -0.51 -3.96
C -3.59 0.29 -3.03
C -3.85 1.71 -2.97
N -3.22 2.51 -2.20
N -3.72 3.80 -2.11
C -3.36 4.27 -0.96
O -2.65 3.57 -0.10
C -3.73 5.65 -0.55
C -3.24 6.16 0.64
C -3.56 7.46 1.02
C -4.38 8.23 0.21
C -4.87 7.72 -0.98
C -4.54 6.43 -1.36
H -2.04 -2.16 -1.28
H -3.22 -3.55 -2.96
H -4.65 -2.49 -4.68
H -4.92 -0.03 -4.69
H -4.67 2.12 -3.56
H -2.61 5.54 1.27
H -3.18 7.85 1.95
H -4.63 9.24 0.51
H -5.51 8.32 -1.61
H -4.92 6.01 -2.29
C -0.25 5.36 -2.22
C 0.47 4.02 -2.24
C 0.65 3.48 -3.65
O -0.26 3.09 -1.47
H 0.33 6.11 -2.74
H -0.41 5.69 -1.19
H -1.23 5.27 -2.70
H 1.45 4.12 -1.76
H -0.32 3.22 -4.07
H 1.29 2.60 -3.66
H 1.10 4.24 -4.29
C 0.68 -0.53 7.57
C -0.69 -0.68 6.88
C -0.85 -2.14 6.47
C -1.80 -0.35 7.89
C -0.77 0.27 5.69
C -0.65 1.65 5.91
C -0.71 2.58 4.88
C -0.91 2.09 3.61
O -1.01 2.77 2.42
B -1.22 1.80 1.43
O -1.23 0.53 2.03
C -1.04 0.74 3.38
C -0.98 -0.19 4.39
H 0.76 -1.21 8.41
H 0.83 0.49 7.94
H 1.49 -0.75 6.87
H -0.78 -2.78 7.35
H -0.06 -2.46 5.78
H -1.82 -2.33 6.00
H -1.74 -1.02 8.75
H -2.78 -0.46 7.43
H -1.71 0.68 8.26
H -0.49 2.01 6.91
H -0.61 3.64 5.06
H -1.09 -1.24 4.16
C 5.40 -2.50 -0.02
C 4.68 -3.35 -1.07
C 3.45 -4.00 -0.43
C 5.63 -4.49 -1.48
C 4.33 -2.48 -2.33
O 5.58 -2.16 -3.00
C 3.45 -3.20 -3.39
C 1.92 -3.06 -3.42
C 1.15 -4.04 -2.58
C 1.21 -5.40 -2.85
C 0.54 -6.33 -2.07
C -0.21 -5.88 -0.99
Cl -1.06 -7.02 0.00
C -0.30 -4.53 -0.71
C 0.38 -3.62 -1.50
C 3.90 -1.03 -2.05
N 2.66 -0.68 -1.37
C 1.68 0.08 -1.87
N 0.77 0.34 -0.95
C 1.27 -0.31 0.14
N 2.41 -0.93 -0.07
H 5.80 -3.16 0.75
H 4.73 -1.79 0.46
H 6.24 -1.96 -0.46
H 3.75 -4.47 0.50
H 3.03 -4.77 -1.07
H 2.68 -3.27 -0.19
H 5.75 -5.16 -0.62
H 6.63 -4.13 -1.73
H 5.25 -5.09 -2.30
H 5.98 -2.98 -3.30
H 3.70 -4.26 -3.39
H 3.82 -2.81 -4.34
H 1.61 -3.20 -4.46
H 1.60 -2.05 -3.17
H 1.80 -5.76 -3.69
H 0.59 -7.39 -2.28
H -0.89 -4.19 0.14
H 0.32 -2.56 -1.27
H 3.84 -0.54 -3.02
H 4.72 -0.55 -1.51
H 1.66 0.42 -2.90
H 0.76 -0.33 1.09

Net charge ... 0
Lowest unoccupied orbital energy ... -0.012 eV

***

Version x
Formula: C43H51BClN5O6Ti
Source: OMol25
Level of theory: ωB97M-V/def2-TZVPD

Element x y z (Å)
Ti 0.16 0.15 0.53
O 1.30 0.63 -0.81
C 2.55 0.37 -1.13
C 3.31 1.33 -1.81
C 4.61 1.06 -2.18
C 5.19 -0.17 -1.92
C 4.46 -1.13 -1.25
C 3.15 -0.88 -0.82
C 2.41 -1.87 -0.08
N 1.30 -1.61 0.50
N 0.64 -2.66 1.12
C -0.40 -2.20 1.77
O -0.69 -0.94 1.85
C -1.30 -3.18 2.42
C -2.23 -2.72 3.35
C -3.09 -3.61 3.97
C -3.04 -4.96 3.65
C -2.13 -5.42 2.71
C -1.26 -4.53 2.09
H 2.85 2.28 -2.03
H 5.18 1.83 -2.68
H 6.21 -0.38 -2.23
H 4.90 -2.10 -1.03
H 2.82 -2.88 0.00
H -2.26 -1.66 3.58
H -3.81 -3.25 4.69
H -3.71 -5.66 4.14
H -2.11 -6.47 2.44
H -0.54 -4.87 1.36
C -2.61 2.52 1.54
C -2.28 2.00 0.14
C -1.93 3.13 -0.84
O -1.24 1.08 0.22
H -1.83 3.21 1.88
H -2.68 1.68 2.23
H -3.56 3.06 1.53
H -3.18 1.47 -0.22
H -0.88 3.04 -1.12
H -2.08 4.11 -0.38
H -2.54 3.08 -1.75
C 1.97 7.85 4.78
C 0.99 6.70 5.09
C 1.39 6.11 6.44
C -0.43 7.28 5.20
C 1.01 5.65 3.98
C 0.88 6.06 2.64
C 0.86 5.17 1.58
C 0.97 3.83 1.88
O 0.95 2.74 1.07
B 0.97 1.59 1.90
O 1.07 2.03 3.22
C 1.06 3.40 3.20
C 1.10 4.29 4.26
H 1.96 8.56 5.60
H 1.70 8.38 3.87
H 2.99 7.47 4.66
H 1.43 6.90 7.19
H 2.37 5.64 6.39
H 0.66 5.37 6.78
H -0.45 8.09 5.93
H -1.13 6.50 5.52
H -0.77 7.67 4.24
H 0.77 7.12 2.43
H 0.76 5.50 0.55
H 1.18 3.91 5.26
C -5.34 -4.26 -3.13
C -5.22 -3.12 -4.16
C -5.77 -1.83 -3.55
C -6.16 -3.47 -5.33
C -3.75 -3.04 -4.70
O -3.56 -4.22 -5.50
C -3.42 -1.85 -5.65
C -2.80 -0.50 -5.19
C -3.76 0.61 -4.84
C -4.63 1.13 -5.79
C -5.52 2.13 -5.47
C -5.54 2.64 -4.18
Cl -6.68 3.88 -3.76
C -4.66 2.17 -3.22
C -3.77 1.16 -3.56
C -2.58 -3.33 -3.71
N -2.24 -2.47 -2.59
C -1.05 -1.88 -2.37
N -1.05 -1.30 -1.19
C -2.29 -1.59 -0.70
N -3.02 -2.30 -1.51
H -6.39 -4.48 -2.96
H -4.89 -3.97 -2.18
H -4.86 -5.16 -3.51
H -6.75 -2.04 -3.11
H -5.92 -1.06 -4.31
H -5.13 -1.44 -2.77
H -7.19 -3.37 -4.99
H -6.03 -4.51 -5.66
H -6.04 -2.80 -6.19
H -4.17 -4.19 -6.24
H -4.30 -1.64 -6.25
H -2.68 -2.29 -6.33
H -2.21 -0.15 -6.04
H -2.10 -0.64 -4.37
H -4.61 0.74 -6.80
H -6.20 2.53 -6.22
H -4.68 2.59 -2.23
H -3.07 0.80 -2.81
H -1.69 -3.36 -4.34
H -2.73 -4.33 -3.32
H -0.23 -1.90 -3.06
H -2.64 -1.26 0.27

Net charge ... 0
Lowest unoccupied orbital energy ... -0.328 eV

***

Which structure wins on stability? version w wins.

***

Version w
Formula: C5H11NO
Source: OMol25
Level of theory: ωB97M-V/def2-TZVPD

Element x y z (Å)
C -0.33 -0.63 1.15
O -1.60 -0.89 1.90
C -0.55 -0.22 -0.34
C 0.83 0.00 -1.02
C 1.73 1.09 -0.46
C 1.39 2.34 -0.32
N -1.20 -1.32 -1.20
H 0.12 0.20 1.62
H 0.35 -1.49 1.23
H -1.44 -0.74 2.89
H -1.22 0.66 -0.49
H 0.79 0.20 -2.18
H 1.34 -1.03 -1.05
H 2.81 1.01 -0.36
H 1.82 2.98 0.43
H 0.51 2.81 -0.77
H -1.83 -1.83 -0.60
H -0.49 -1.98 -1.49

2S+1 ... 2
⟨S²⟩ ... 0.75
Net charge ... +1
Lowest unoccupied orbital energy (spin up / spin down) ... -5.298 / -9.176 eV

***

Version x
Formula: C5H11NO
Source: OMol25
Level of theory: ωB97M-V/def2-TZVPD

Element x y z (Å)
C -0.97 2.02 0.53
C 0.35 1.28 0.55
N 0.41 -0.18 0.36
C 1.63 -0.62 -0.36
C -0.81 -0.87 -0.03
C -0.58 -2.23 -0.71
O -1.02 -2.40 -1.80
H -1.65 1.74 -0.27
H -1.51 1.83 1.47
H -0.76 3.08 0.49
H 1.04 1.73 -0.17
H 0.86 1.39 1.53
H 1.54 -1.45 -1.05
H 2.07 0.25 -0.84
H 2.40 -0.99 0.33
H -1.42 -0.34 -0.77
H -1.38 -1.17 0.86
H -0.20 -3.07 -0.10

2S+1 ... 2
⟨S²⟩ ... 0.75
Net charge ... +1
Lowest unoccupied orbital energy (spin up / spin down) ... -3.431 / -7.721 eV

***

Which structure wins on stability? version x wins.

***

Version w
Formula: C7H9N2O
Source: OMol25
Level of theory: ωB97M-V/def2-TZVPD

Element x y z (Å)
C -1.55 -1.22 0.62
C -2.28 -0.10 0.76
C 1.15 1.10 0.81
C 0.24 2.07 0.73
C 0.18 -0.85 -1.61
C 1.51 -0.74 -0.87
C -0.53 -0.44 -0.16
N -1.45 0.69 -0.08
N 0.85 -0.26 0.40
O -1.01 1.97 0.30
H -1.68 -2.26 0.82
H -3.19 0.22 1.22
H 2.15 1.27 1.16
H 0.47 3.09 1.02
H -0.01 -0.10 -2.37
H -0.11 -1.84 -1.96
H 2.01 -1.70 -0.71
H 2.21 -0.01 -1.26
H 1.03 -0.89 1.19

Net charge ... +1
Lowest unoccupied orbital energy ... -3.175 eV

***

Version x
Formula: C7H9N2O
Source: OMol25
Level of theory: ωB97M-V/def2-TZVPD

Element x y z (Å)
C 2.76 1.34 -0.14
C 3.69 0.24 -0.34
C 1.44 1.17 0.12
C 3.18 -1.09 -0.15
C 1.21 -0.14 0.14
C -1.52 -1.72 0.04
C -2.93 0.80 -0.47
N 1.85 -1.17 0.04
N -1.02 -0.53 0.21
O -1.53 0.65 0.02
H 3.09 2.38 -0.22
H 4.78 0.17 -0.52
H 0.72 1.96 0.23
H 3.91 -1.92 -0.22
H -2.51 -2.05 -0.16
H -0.87 -2.64 0.23
H -2.89 0.56 -1.62
H -3.16 1.93 -0.40
H -3.61 0.22 0.11

Net charge ... +1
Lowest unoccupied orbital energy ... -4.427 eV

***

Which structure wins on stability? version w wins.

***

Version w
Formula: C5H10NS
Source: OMol25
Level of theory: ωB97M-V/def2-TZVPD

Element x y z (Å)
C 0.52 -0.66 0.15
C 1.52 -1.29 -0.50
C 0.46 0.70 0.60
C -1.46 -0.11 -0.62
C 1.43 1.68 0.21
N -0.93 -1.19 0.19
S -3.05 0.41 -0.22
H 1.49 -2.17 -1.00
H 2.33 -0.64 -0.51
H -0.33 1.01 1.25
H -1.21 -0.06 -1.70
H 1.85 1.46 -0.75
H 2.14 1.94 1.01
H 0.81 2.45 0.08
H -0.89 -2.09 -0.19
H -1.47 -1.11 1.11
H -3.22 -0.33 0.89

Net charge ... +1
Lowest unoccupied orbital energy (spin up / spin down) ... -4.523 / -4.613 eV

***

Version x
Formula: C5H10NS
Source: OMol25
Level of theory: ωB97M-V/def2-TZVPD

Element x y z (Å)
C -0.44 2.25 -0.58
C 0.52 1.15 -1.02
C 1.52 0.69 -0.09
C 0.45 -0.09 -0.17
C -0.38 -1.35 0.00
N 0.38 -2.26 0.99
S -1.65 -0.98 1.26
H -1.39 1.90 -0.27
H -0.76 2.96 -1.40
H 0.20 2.82 0.14
H 0.57 1.11 -2.14
H 2.41 1.08 0.34
H -0.80 -1.78 -0.88
H 1.03 -2.63 0.31
H -0.16 -2.97 1.55
H 0.86 -1.67 1.62
H -2.36 -0.24 0.37

SMILES ... C[C@H]1C=C1[C@@H]([NH3+])S
Net charge ... +1
Lowest unoccupied orbital energy ... -3.845 eV

***

Which structure wins on stability? version x wins.